No. 1
A cluster of 3 separate species, C15H32BN3O4P in total. Source: OMol25; level of theory: ωB97M-V/def2-TZVPD.

Atoms and positions in Å:
C (-3.86162, 0.64804, -1.95361)
O (-3.13027, -0.35486, -1.21671)
B (-1.84231, -0.62182, -1.28277)
O (-1.19329, -1.56330, -0.53909)
P (-0.56809, 0.43420, -2.38584)
C (0.76640, 1.10785, -1.38296)
C (1.58392, -0.03304, -0.73398)
C (1.47408, -0.06979, 0.79714)
C (1.56112, -1.49197, 1.39379)
N (2.24237, -2.42458, 0.53056)
C (1.67581, -3.49504, -0.11850)
C (2.63319, -4.06086, -0.91205)
C (3.83441, -3.31772, -0.73604)
C (3.54579, -2.30989, 0.14239)
H (-3.96183, 0.33463, -2.99275)
H (-4.84784, 0.74153, -1.50961)
H (-3.37008, 1.61966, -1.87753)
H (-1.20107, -2.47901, -0.84262)
H (-1.15969, 1.44409, -3.14492)
H (0.03704, -0.39399, -3.32813)
H (1.37776, 1.70523, -2.06433)
H (0.32452, 1.78614, -0.65062)
H (1.29900, -1.00670, -1.14079)
H (2.62394, 0.10657, -1.03139)
H (0.53307, 0.37876, 1.12743)
H (2.27396, 0.54717, 1.21444)
H (2.07211, -1.43370, 2.35874)
H (0.56526, -1.90474, 1.56209)
H (0.65439, -3.79126, 0.07533)
H (2.49947, -4.94054, -1.52371)
H (4.79608, -3.49547, -1.18805)
H (4.17406, -1.53922, 0.56437)
C (5.81828, -1.15534, 4.97194)
C (5.05920, -1.83275, 3.85536)
O (5.22355, -1.52696, 2.68454)
N (4.18909, -2.81976, 4.19623)
C (3.87301, -3.32052, 5.51983)
H (6.46727, -0.40818, 4.52712)
H (5.13989, -0.67034, 5.67460)
H (6.42435, -1.87262, 5.52550)
H (3.76118, -3.27263, 3.40247)
H (4.14356, -4.37245, 5.61810)
H (2.80928, -3.21680, 5.73824)
H (4.42539, -2.75978, 6.26617)
C (-6.10926, 4.87514, -1.41329)
C (-6.13448, 3.77267, -2.44561)
O (-6.07169, 2.59186, -2.12374)
N (-6.25179, 4.13337, -3.74489)
C (-6.36674, 5.46980, -4.29951)
H (-6.02334, 4.41535, -0.43411)
H (-5.26699, 5.54926, -1.57293)
H (-7.02448, 5.46576, -1.44909)
H (-6.30411, 3.35303, -4.38111)
H (-7.31515, 5.59563, -4.82195)
H (-5.55744, 5.67516, -5.00076)
H (-6.32022, 6.20477, -3.50336)

Maximum force in hartree/bohr: 0.0092
2S+1: 1
HOMO in eV: -10.432
E_LUMO in eV: -3.3
Charge: +1

Here are the Löwdin charges for atoms 1 to 5, given in e: atom 1 (C): -0.042, atom 2 (O): 0.063, atom 3 (B): -0.722, atom 4 (O): 0.142, atom 5 (P): 1.143

---

No. 2
A cluster of 2 separate species, C3H3BrO in total. Source: OMol25; level of theory: ωB97M-V/def2-TZVPD.

Atoms and positions in Å:
C (0.21792, -1.94592, 0.40342)
C (0.23897, -0.76372, 0.18011)
C (-0.11173, 0.58308, -0.17908)
O (-0.01119, 1.53166, 0.73205)
Br (-3.11885, 0.01035, -0.09482)
H (0.30403, -2.97434, 0.60865)
H (-0.07689, 0.88550, -1.15292)
H (0.06283, 2.28050, 0.11229)

Maximum force in hartree/bohr: 0.0860
2S+1: 1
HOMO (alpha / beta) in eV: -9.056 / -8.387
E_LUMO (alpha / beta) in eV: -1.6 / -2.4
Charge: 0

Here are the Löwdin charges for atoms 1 to 5, given in e: atom 1 (C): 0.178, atom 2 (C): -0.102, atom 3 (C): -0.222, atom 4 (O): 0.084, atom 5 (Br): -0.211